# C75H163N9O11

A cluster of 9 separate species, C75H163N9O11 in total at a distorted geometry (ωB97M-V with the def2-TZVPD basis set, OMol25).

Each atom is followed by the atoms it is bonded to, with distances in Å.
Element x y z (Å)
1 C 1.75343 6.49718 1.13145  C2 1.522, H12 1.090, H13 1.090, H14 1.090
2 C 2.41777 6.13313 2.45147  C1 1.522, C3 1.549, N7 1.494, C11 1.586
3 C 1.27526 5.50449 3.28751  C2 1.549, C4 1.515, H15 1.090, H16 1.090
4 C 1.74027 4.82521 4.55904  C3 1.515, C5 1.571, H17 1.090, H18 1.090
5 C 2.73952 3.71302 4.07837  C4 1.571, C6 1.554, H19 1.090, H20 1.090
6 C 3.95182 4.27763 3.28614  C5 1.554, N7 1.456, C9 1.590, C10 1.544
7 N 3.52711 5.16133 2.20971  C2 1.494, C6 1.456, O8 1.409
8 O 4.53533 5.62975 1.34471  N7 1.409, H30 0.960
9 C 4.94633 5.00602 4.29008  C6 1.590, H21 1.090, H22 1.090, H23 1.090
10 C 4.62423 3.07242 2.59483  C6 1.544, H24 1.090, H25 1.090, H26 1.090
11 C 3.04737 7.47686 3.01073  C2 1.586, H27 1.090, H28 1.090, H29 1.090
12 H 1.61441 5.47972 0.76600  C1 1.090
13 H 2.41986 7.01027 0.43812  C1 1.090
14 H 0.80809 7.03325 1.21549  C1 1.090
15 H 0.64310 6.29031 3.70097  C3 1.090
16 H 0.62763 4.97535 2.58845  C3 1.090
17 H 0.84503 4.46192 5.06369  C4 1.090
18 H 2.26132 5.54962 5.18500  C4 1.090
19 H 2.23806 2.98515 3.44054  C5 1.090
20 H 3.02340 3.11188 4.94216  C5 1.090
21 H 4.73407 4.73004 5.32298  C9 1.090
22 H 6.00604 4.81628 4.11939  C9 1.090
23 H 4.91196 6.09365 4.22699  C9 1.090
24 H 4.62539 2.15970 3.19070  C10 1.090
25 H 4.06370 2.66817 1.75192  C10 1.090
26 H 5.65292 3.34460 2.35857  C10 1.090
27 H 4.05056 7.73567 2.67202  C11 1.090
28 H 3.11835 7.47320 4.09841  C11 1.090
29 H 2.47167 8.39042 2.86209  C11 1.090
30 H 4.52671 5.04314 0.58483  O8 0.960
31 C -2.16654 -6.08338 12.02825  C32 1.616, H42 1.090, H43 1.090, H44 1.090
32 C -1.50892 -7.50442 11.62715  C31 1.616, C33 1.518, N37 1.465, C41 1.538
33 C -1.31552 -8.34560 12.87648  C32 1.518, C34 1.487, H45 1.090, H46 1.090
34 C -0.83920 -9.74106 12.68467  C33 1.487, C35 1.560, H47 1.090, H48 1.090
35 C -1.86051 -10.48869 11.77216  C34 1.560, C36 1.548, H49 1.090, H50 1.090
36 C -2.05461 -9.72393 10.44068  C35 1.548, N37 1.518, C39 1.520, C40 1.619
37 N -2.31784 -8.24422 10.65544  C32 1.465, C36 1.518, O38 1.394
38 O -2.55567 -7.46717 9.52228  N37 1.394, H60 0.960
39 C -0.90447 -9.98998 9.48282  C36 1.520, H51 1.090, H52 1.090, H53 1.090
40 C -3.42272 -10.32249 9.81415  C36 1.619, H54 1.090, H55 1.090, H56 1.090
41 C -0.09037 -7.17683 11.13054  C32 1.538, H57 1.090, H58 1.090, H59 1.090
42 H -2.17967 -5.39401 11.18403  C31 1.090
43 H -1.54212 -5.60078 12.78011  C31 1.090
44 H -3.18143 -6.36489 12.30905  C31 1.090
45 H -0.57832 -7.92722 13.56175  C33 1.090
46 H -2.27060 -8.21224 13.38455  C33 1.090
47 H -0.68043 -10.16454 13.67642  C34 1.090
48 H 0.13926 -9.95688 12.25553  C34 1.090
49 H -2.81644 -10.66387 12.26573  C35 1.090
50 H -1.48604 -11.50244 11.63009  C35 1.090
51 H -0.89529 -10.78040 8.73231  C39 1.090
52 H -0.76442 -9.12753 8.83117  C39 1.090
53 H 0.05685 -10.06047 9.99171  C39 1.090
54 H -3.42297 -11.41152 9.76831  C40 1.090
55 H -4.29802 -10.05184 10.40465  C40 1.090
56 H -3.52950 -9.95198 8.79462  C40 1.090
57 H -0.20134 -6.91689 10.07783  C41 1.090
58 H 0.47573 -8.09927 11.00121  C41 1.090
59 H 0.55832 -6.46685 11.64360  C41 1.090
60 H -3.49309 -7.26583 9.57032  O38 0.960
61 C 8.88692 4.60018 -8.47127  C62 1.586, H72 1.090, H73 1.090, H74 1.090
62 C 8.37773 4.91255 -7.00169  C61 1.586, C63 1.595, N67 1.442, C71 1.545
63 C 9.59774 4.45870 -6.08019  C62 1.595, C64 1.529, H75 1.090, H76 1.090
64 C 9.57846 5.17860 -4.73158  C63 1.529, C65 1.550, H77 1.090, H78 1.090
65 C 9.62894 6.69929 -5.02900  C64 1.550, C66 1.559, H79 1.090, H80 1.090
66 C 8.34787 7.18141 -5.77436  C65 1.559, N67 1.488, C69 1.555, C70 1.500
67 N 8.23341 6.34773 -7.00211  C62 1.442, C66 1.488, O68 1.372
68 O 7.31794 6.82325 -7.90613  N67 1.372, H90 0.960
69 C 7.04474 7.04020 -4.93692  C66 1.555, H81 1.090, H82 1.090, H83 1.090
70 C 8.53593 8.63175 -6.10618  C66 1.500, H84 1.090, H85 1.090, H86 1.090
71 C 7.12621 4.09146 -6.62056  C62 1.545, H87 1.090, H88 1.090, H89 1.090
72 H 9.40435 3.64958 -8.60065  C61 1.090
73 H 9.59719 5.31224 -8.89145  C61 1.090
74 H 8.04026 4.65963 -9.15519  C61 1.090
75 H 9.48123 3.41590 -5.78509  C63 1.090
76 H 10.54088 4.56761 -6.61567  C63 1.090
77 H 10.49393 4.95418 -4.18416  C64 1.090
78 H 8.67134 4.91640 -4.18710  C64 1.090
79 H 10.51855 6.97259 -5.59642  C65 1.090
80 H 9.69316 7.32405 -4.13813  C65 1.090
81 H 6.84177 6.01065 -4.64211  C69 1.090
82 H 7.07406 7.60466 -4.00491  C69 1.090
83 H 6.09849 7.32907 -5.39438  C69 1.090
84 H 9.04445 9.19645 -5.32476  C70 1.090
85 H 9.27056 8.73792 -6.90439  C70 1.090
86 H 7.65464 9.15825 -6.47255  C70 1.090
87 H 7.14618 3.13649 -7.14565  C71 1.090
88 H 6.19056 4.56610 -6.91619  C71 1.090
89 H 7.17415 3.98519 -5.53682  C71 1.090
90 H 7.87522 7.15786 -8.61259  O68 0.960
91 C -3.90299 -9.34488 2.10503  C92 1.531, H102 1.090, H103 1.090, H104 1.090
92 C -4.87620 -9.47612 0.93098  C91 1.531, C93 1.526, N97 1.505, C101 1.527
93 C -6.22661 -9.88681 1.51035  C92 1.526, C94 1.570, H105 1.090, H106 1.090
94 C -7.38039 -9.69315 0.46292  C93 1.570, C95 1.533, H107 1.090, H108 1.090
95 C -7.45694 -8.17660 0.25497  C94 1.533, C96 1.556, H109 1.090, H110 1.090
96 C -6.17896 -7.54395 -0.36684  C95 1.556, N97 1.477, C99 1.583, C100 1.535
97 N -5.00312 -8.10154 0.33267  C92 1.505, C96 1.477, O98 1.382
98 O -3.82625 -7.56811 -0.15721  N97 1.382, H120 0.960
99 C -6.12846 -7.95434 -1.89501  C96 1.583, H111 1.090, H112 1.090, H113 1.090
100 C -6.27777 -6.03172 -0.12184  C96 1.535, H114 1.090, H115 1.090, H116 1.090
101 C -4.43893 -10.55026 -0.06265  C92 1.527, H117 1.090, H118 1.090, H119 1.090
102 H -2.89057 -9.00596 1.88539  C91 1.090
103 H -3.72899 -10.29632 2.60762  C91 1.090
104 H -4.34813 -8.67499 2.84069  C91 1.090
105 H -6.13801 -10.92768 1.82150  C93 1.090
106 H -6.47731 -9.28803 2.38596  C93 1.090
107 H -8.34370 -10.03502 0.84141  C94 1.090
108 H -7.09801 -10.24118 -0.43597  C94 1.090
109 H -7.75134 -7.78895 1.23023  C95 1.090
110 H -8.32984 -7.91715 -0.34405  C95 1.090
111 H -6.24459 -9.03534 -1.97283  C99 1.090
112 H -7.00779 -7.49610 -2.34767  C99 1.090
113 H -5.20220 -7.58078 -2.33156  C99 1.090
114 H -7.26706 -5.63775 -0.35463  C100 1.090
115 H -5.90033 -5.78955 0.87164  C100 1.090
116 H -5.59967 -5.51034 -0.79745  C100 1.090
117 H -3.37942 -10.50706 -0.31500  C101 1.090
118 H -4.99110 -10.53129 -1.00226  C101 1.090
119 H -4.56621 -11.57769 0.27837  C101 1.090
120 H -3.46774 -7.11563 0.60981  O98 0.960
121 C -0.28400 9.15115 -5.62207  C122 1.548, H132 1.090, H133 1.090, H134 1.090
122 C -1.63875 8.97041 -6.34937  C121 1.548, C123 1.548, N127 1.472, C131 1.585
123 C -2.53273 8.07107 -5.46110  C122 1.548, C124 1.584, H135 1.090, H136 1.090
124 C -3.19173 8.89367 -4.27932  C123 1.584, C125 1.512, H137 1.090, H138 1.090
125 C -4.10564 9.93066 -4.89116  C124 1.512, C126 1.521, H139 1.090, H140 1.090
126 C -3.34085 10.91362 -5.76430  C125 1.521, N127 1.512, C129 1.529, C130 1.548
127 N -2.32859 10.23334 -6.65738  C122 1.472, C126 1.512, O128 1.369
128 O -1.51183 11.09746 -7.33511  N127 1.369, H150 0.960
129 C -4.34476 11.65805 -6.64485  C126 1.529, H141 1.090, H142 1.090, H143 1.090
130 C -2.59052 11.84162 -4.77876  C126 1.548, H144 1.090, H145 1.090, H146 1.090
131 C -1.45507 8.17901 -7.71002  C122 1.585, H147 1.090, H148 1.090, H149 1.090
132 H 0.10337 8.19868 -5.26033  C121 1.090
133 H -0.38866 9.79798 -4.75101  C121 1.090
134 H 0.42779 9.73564 -6.20502  C121 1.090
135 H -3.40399 7.66434 -5.97452  C123 1.090
136 H -2.04031 7.21855 -4.99333  C123 1.090
137 H -2.43198 9.28704 -3.60396  C124 1.090
138 H -3.74620 8.20196 -3.64512  C124 1.090
139 H -4.54852 10.49656 -4.07159  C125 1.090
140 H -4.83456 9.30039 -5.40060  C125 1.090
141 H -3.93215 12.59924 -7.00817  C129 1.090
142 H -4.74231 11.14734 -7.52191  C129 1.090
143 H -5.26695 11.83238 -6.09052  C129 1.090
144 H -1.94205 11.42778 -4.00654  C130 1.090
145 H -1.87337 12.51449 -5.24891  C130 1.090
146 H -3.39504 12.45389 -4.37136  C130 1.090
147 H -2.39622 8.04585 -8.24351  C131 1.090
148 H -1.08180 7.15649 -7.65324  C131 1.090
149 H -0.79656 8.64138 -8.44532  C131 1.090
150 H -2.00266 11.16667 -8.15724  O128 0.960
151 C 6.66759 -4.85991 1.34617  C152 1.540, H162 1.090, H163 1.090, H164 1.090
152 C 7.53665 -4.04609 0.37015  C151 1.540, C153 1.584, N157 1.465, C161 1.608
153 C 8.51041 -5.08092 -0.33090  C152 1.584, C154 1.577, H165 1.090, H166 1.090
154 C 9.22720 -4.46330 -1.59231  C153 1.577, C155 1.566, H167 1.090, H168 1.090
155 C 8.21440 -3.67332 -2.48861  C154 1.566, C156 1.604, H169 1.090, H170 1.090
156 C 7.25497 -2.64212 -1.72057  C155 1.604, N157 1.471, C159 1.536, C160 1.619
157 N 6.66499 -3.31621 -0.55423  C152 1.465, C156 1.471, O158 1.384
158 O 5.80046 -2.45266 0.09578  N157 1.384, H180 0.960
159 C 8.14575 -1.43096 -1.40381  C156 1.536, H171 1.090, H172 1.090, H173 1.090
160 C 6.07645 -2.30306 -2.77696  C156 1.619, H174 1.090, H175 1.090, H176 1.090
161 C 8.41539 -3.05995 1.28774  C152 1.608, H177 1.090, H178 1.090, H179 1.090
162 H 6.14856 -4.30037 2.12438  C151 1.090
163 H 7.35442 -5.49804 1.90221  C151 1.090
164 H 5.94600 -5.49064 0.82694  C151 1.090
165 H 9.33057 -5.34275 0.33761  C153 1.090
166 H 7.91913 -5.95313 -0.60973  C153 1.090
167 H 9.93579 -5.04554 -2.18138  C154 1.090
168 H 9.91708 -3.71807 -1.19631  C154 1.090
169 H 7.69722 -4.56205 -2.85025  C155 1.090
170 H 8.75925 -3.16529 -3.28432  C155 1.090
171 H 9.13794 -1.63745 -1.00254  C159 1.090
172 H 8.23103 -0.75008 -2.25070  C159 1.090
173 H 7.52164 -0.84679 -0.72755  C159 1.090
174 H 5.72450 -1.32203 -2.45788  C160 1.090
175 H 6.41379 -2.21279 -3.80951  C160 1.090
176 H 5.27622 -3.04210 -2.73771  C160 1.090
177 H 9.20584 -2.57690 0.71334  C161 1.090
178 H 8.79614 -3.56616 2.17482  C161 1.090
179 H 7.82526 -2.23224 1.68111  C161 1.090
180 H 4.97361 -2.54481 -0.38319  O158 0.960
181 C -5.52847 1.42947 1.77085  C182 1.537, H192 1.090, H193 1.090, H194 1.090
182 C -6.25903 2.09113 2.95082  C181 1.537, C183 1.546, N187 1.475, C191 1.530
183 C -6.05994 3.62398 2.91347  C182 1.546, C184 1.523, H195 1.090, H196 1.090
184 C -6.88562 4.36838 1.87184  C183 1.523, C185 1.483, H197 1.090, H198 1.090
185 C -8.31264 4.00451 2.04326  C184 1.483, C186 1.562, H199 1.090, H200 1.090
186 C -8.57655 2.46543 2.02332  C185 1.562, N187 1.454, C189 1.617, C190 1.534
187 N -7.69989 1.77505 2.95615  C182 1.475, C186 1.454, O188 1.340
188 O -7.90576 0.45190 2.99740  N187 1.340, H210 0.960
189 C -10.10963 2.26423 2.49792  C186 1.617, H201 1.090, H202 1.090, H203 1.090
190 C -8.43520 1.96093 0.58183  C186 1.534, H204 1.090, H205 1.090, H206 1.090
191 C -5.53614 1.54135 4.18244  C182 1.530, H207 1.090, H208 1.090, H209 1.090
192 H -5.84739 0.41086 1.54986  C181 1.090
193 H -4.47481 1.31731 2.02645  C181 1.090
194 H -5.55020 2.07507 0.89287  C181 1.090
195 H -6.24309 3.92319 3.94547  C183 1.090
196 H -5.04518 3.91281 2.63972  C183 1.090
197 H -6.53766 4.02459 0.89775  C184 1.090
198 H -6.78887 5.45404 1.87939  C184 1.090
199 H -8.99913 4.58565 1.42754  C185 1.090
200 H -8.68455 4.28427 3.02892  C185 1.090
201 H -10.35411 1.21171 2.35461  C189 1.090
202 H -10.35580 2.52336 3.52765  C189 1.090
203 H -10.78182 2.82911 1.85203  C189 1.090
204 H -8.29583 0.89410 0.75661  C190 1.090
205 H -9.39371 1.98994 0.06365  C190 1.090
206 H -7.58138 2.30258 -0.00329  C190 1.090
207 H -6.01574 1.84939 5.11152  C191 1.090
208 H -4.52839 1.92323 4.34588  C191 1.090
209 H -5.40490 0.45948 4.16168  C191 1.090
210 H -8.38415 0.37961 3.82657  O188 0.960
211 C -6.16868 -0.70363 -4.59024  O212 1.440, H220 1.090, H221 1.090, H222 1.090
212 O -4.98291 -0.48610 -3.80251  C211 1.440, C213 1.400
213 C -4.04837 0.38898 -4.36832  O212 1.400, C214 1.588, H223 1.090, H224 1.090
214 C -3.33707 -0.26995 -5.62619  C213 1.588, N215 1.527, H225 1.090, H226 1.090
215 N -2.27849 -1.28254 -5.19569  C214 1.527, C216 1.482, H227 1.010
216 C -2.92951 -2.48770 -4.62922  N215 1.482, C217 1.529, H228 1.090, H229 1.090
217 C -2.14233 -3.78392 -4.82134  C216 1.529, O218 1.447, H230 1.090, H231 1.090
218 O -0.75361 -3.60156 -4.45987  C217 1.447, C219 1.358
219 C 0.03402 -4.70326 -4.55894  O218 1.358, H232 1.090, H233 1.090, H234 1.090
220 H -5.89473 -1.09747 -5.56898  C211 1.090
221 H -6.77447 0.15403 -4.88275  C211 1.090
222 H -6.80790 -1.38197 -4.02510  C211 1.090
223 H -3.29625 0.55321 -3.59667  C213 1.090
224 H -4.40514 1.38199 -4.64170  C213 1.090
225 H -2.80889 0.54777 -6.11653  C214 1.090
226 H -3.91994 -0.68721 -6.44730  C214 1.090
227 H -1.52608 -0.86551 -4.66647  N215 1.010
228 H -3.93901 -2.64852 -5.00757  C216 1.090
229 H -2.83811 -2.43684 -3.54426  C216 1.090
230 H -1.96022 -3.96636 -5.88042  C217 1.090
231 H -2.50115 -4.67983 -4.31470  C217 1.090
232 H -0.06169 -5.30511 -3.65522  C219 1.090
233 H 1.10706 -4.51540 -4.59641  C219 1.090
234 H -0.22177 -5.26551 -5.45702  C219 1.090
235 C 1.37695 1.52154 -3.51879  O236 1.417, H244 1.090, H245 1.090, H246 1.090
236 O 0.84366 0.47272 -2.72957  C235 1.417, C237 1.417
237 C 1.21332 0.50268 -1.36238  O236 1.417, C238 1.486, H247 1.090, H248 1.090
238 C 0.39465 -0.48554 -0.61305  C237 1.486, N239 1.467, H249 1.090, H250 1.090
239 N 0.92358 -1.83994 -0.80549  C238 1.467, C240 1.457, H251 1.010
240 C 0.37905 -2.98375 -0.08651  N239 1.457, C241 1.526, H252 1.090, H253 1.090
241 C 0.36206 -3.08155 1.43655  C240 1.526, O242 1.395, H254 1.090, H255 1.090
242 O -0.36394 -4.19715 1.85536  C241 1.395, C243 1.420
243 C -0.54898 -4.21464 3.26348  O242 1.420, H256 1.090, H257 1.090, H258 1.090
244 H 0.52107 2.10791 -3.85305  C235 1.090
245 H 1.80737 1.04164 -4.39773  C235 1.090
246 H 2.17236 2.10348 -3.05320  C235 1.090
247 H 1.03867 1.47969 -0.91176  C237 1.090
248 H 2.26222 0.25104 -1.20562  C237 1.090
249 H -0.64729 -0.49027 -0.93314  C238 1.090
250 H 0.41406 -0.24838 0.45067  C238 1.090
251 H 0.95906 -2.11536 -1.77657  N239 1.010
252 H 0.85310 -3.89963 -0.43943  C240 1.090
253 H -0.64181 -3.08584 -0.45465  C240 1.090
254 H -0.14757 -2.20373 1.83381  C241 1.090
255 H 1.35896 -3.03034 1.87436  C241 1.090
256 H -1.20338 -4.97305 3.69321  C243 1.090
257 H -0.87562 -3.27142 3.70138  C243 1.090
258 H 0.45461 -4.21309 3.68882  C243 1.090

Calculated values
Energy above the lowest of the compared OMol25 structures with the same formula, charge and spin = 152.75 kcal/mol
LUMO energy = 0.005 Ha